A molecular structure, C38H30N5O5PTi. Source: the Open Molecules 2025 dataset; level of theory: ωB97M-V/def2-TZVPD.

Structure (ORCA input):
```
! RIJCOSX wB97M-V def2-TZVPD def2/J DEFGRID3
* xyz 0 3
Ti -0.731 0.445 0.820
O 3.118 2.379 2.109
C 2.816 1.904 3.336
C 3.454 2.514 4.414
C 3.208 2.084 5.701
C 2.324 1.033 5.942
C 1.692 0.424 4.878
C 1.917 0.848 3.566
C 1.211 0.203 2.442
O 1.281 0.745 1.258
N 0.507 -0.877 2.693
N -0.066 -1.440 1.565
C -0.087 -2.706 1.532
C -0.729 -3.490 0.477
C -0.418 -4.843 0.376
C -1.031 -5.602 -0.603
C -1.944 -4.984 -1.442
C -2.185 -3.627 -1.269
N -1.595 -2.886 -0.341
H 2.588 1.875 1.456
H 4.143 3.322 4.210
H 3.711 2.567 6.528
H 2.133 0.699 6.952
H 0.999 -0.391 5.035
H 0.403 -3.239 2.346
H 0.295 -5.277 1.064
H -0.804 -6.655 -0.706
H -2.462 -5.531 -2.217
H -2.884 -3.115 -1.920
O -2.674 2.446 -0.183
N -1.457 1.821 -0.603
C -0.795 2.668 -1.411
C 0.410 2.366 -2.095
C 1.110 3.436 -2.707
C 2.293 3.237 -3.369
C 2.842 1.949 -3.466
C 2.168 0.882 -2.905
C 0.961 1.053 -2.225
P 0.000 -0.333 -1.578
C 1.054 -1.786 -1.812
C 0.832 -2.761 -2.776
C 1.653 -3.881 -2.835
C 2.697 -4.029 -1.936
C 2.921 -3.059 -0.965
C 2.099 -1.946 -0.897
C -1.381 -0.472 -2.768
C -1.161 -0.349 -4.135
C -2.226 -0.396 -5.025
C -3.519 -0.544 -4.547
C -3.750 -0.647 -3.180
C -2.685 -0.610 -2.294
H -3.344 1.764 -0.323
H -1.216 3.661 -1.520
H 0.695 4.434 -2.626
H 2.807 4.077 -3.817
H 3.776 1.789 -3.987
H 2.581 -0.115 -3.002
H 0.014 -2.653 -3.475
H 1.473 -4.638 -3.587
H 3.335 -4.901 -1.987
H 3.733 -3.172 -0.258
H 2.255 -1.189 -0.135
H -0.151 -0.199 -4.499
H -2.050 -0.302 -6.088
H -4.350 -0.568 -5.240
H -4.760 -0.751 -2.807
H -2.855 -0.699 -1.225
O -4.217 0.839 2.925
C -3.112 0.943 2.445
O -2.508 0.075 1.679
C -2.274 2.171 2.743
C -2.768 3.226 3.480
C -1.954 4.328 3.686
C -0.680 4.336 3.140
C -0.263 3.236 2.408
N -1.043 2.174 2.220
H -3.772 3.155 3.870
H -2.309 5.174 4.260
H -0.014 5.176 3.274
H 0.718 3.207 1.953
*
```

Output
M: 715.529 u
expectation value of S²: 2.027
lowest unoccupied orbital energy (spin up / spin down): -0.3 / -0.5 eV
electronic energy: -3306.955098 hartree



31 unconnected molecules or ions with the total composition C9H76N4O30. Source: the Open Molecules 2025 dataset; level of theory: ωB97M-V/def2-TZVPD.

Structure (ORCA input):
```
! RIJCOSX wB97M-V def2-TZVPD def2/J DEFGRID3
* xyz 0 1
N 3.195 -0.377 3.496
C 3.334 -0.828 2.344
C 3.691 -1.021 0.788
C 2.583 -0.480 -0.254
N 3.321 -0.288 -1.575
C 1.509 -1.663 -0.543
N 0.687 -2.558 -0.772
C 1.925 0.949 0.105
C 0.373 1.092 -0.424
C -0.668 0.548 0.711
C -2.196 0.737 0.142
C -2.970 -0.652 -0.139
N -3.483 -1.345 1.097
H 3.775 -2.174 0.611
H 4.743 -0.607 0.493
H 2.590 -0.027 -2.282
H 3.975 0.527 -1.489
H 2.518 1.793 -0.433
H 1.890 1.215 1.224
H 0.170 2.242 -0.495
H 0.214 0.612 -1.459
H -0.589 1.131 1.712
H -0.492 -0.567 0.983
H -2.074 1.267 -0.895
H -2.848 1.400 0.846
H -3.917 -0.382 -0.769
H -2.362 -1.382 -0.809
H -3.697 -2.330 0.825
H -2.773 -1.373 1.850
O -4.595 -3.375 -1.041
H -4.067 -3.086 -1.797
H -5.494 -3.425 -1.390
O -2.343 -1.432 -2.962
H -2.181 -0.633 -3.482
H -1.790 -2.103 -3.386
O 6.657 0.709 1.045
H 6.221 0.563 1.896
H 7.453 1.211 1.273
O 0.498 -2.471 2.785
H 0.765 -3.333 3.128
H 1.164 -1.866 3.131
O -1.386 3.471 1.288
H -1.595 3.688 2.209
H -1.674 4.250 0.794
O 2.134 4.005 0.157
H 2.562 4.775 0.556
H 1.325 3.892 0.677
O -5.937 0.250 -2.109
H -6.256 -0.460 -1.534
H -6.740 0.723 -2.363
O -7.322 0.395 0.296
H -6.559 0.277 0.878
H -7.845 1.082 0.731
O 7.933 0.340 -2.164
H 7.501 0.195 -1.310
H 8.729 0.843 -1.942
O -2.560 5.301 3.246
H -2.135 6.074 3.644
H -3.368 5.185 3.766
O 8.409 -1.992 1.234
H 7.905 -1.208 0.977
H 7.741 -2.587 1.604
O 1.068 -5.143 -3.391
H 1.836 -5.278 -2.819
H 0.551 -4.467 -2.932
O 2.760 -6.223 -1.097
H 3.402 -6.874 -1.413
H 2.756 -6.346 -0.138
O 5.646 -3.625 1.365
H 5.730 -4.515 0.995
H 4.761 -3.616 1.751
O -8.829 2.728 -0.175
H -8.301 3.018 -0.932
H -9.730 2.679 -0.523
O 5.171 -1.396 -4.129
H 4.738 -1.540 -3.275
H 5.961 -0.885 -3.907
O 7.320 3.073 -0.807
H 7.796 2.708 -1.564
H 7.050 2.293 -0.302
O -1.803 2.639 4.580
H -0.844 2.595 4.691
H -2.040 1.764 4.243
O -9.053 5.838 -0.016
H -8.784 4.977 0.338
H -8.386 6.449 0.325
O 4.696 -4.958 3.313
H 4.963 -5.825 3.649
H 5.365 -4.355 3.664
O 0.176 -6.622 -6.137
H 0.709 -5.902 -5.775
H -0.434 -6.842 -5.420
O 0.218 6.485 3.980
H 0.484 5.627 4.334
H 0.885 7.096 4.321
O -5.500 4.690 2.558
H -5.385 3.764 2.809
H -4.606 4.983 2.327
O -5.678 4.999 -0.712
H -5.033 4.342 -1.006
H -5.689 4.903 0.251
O 4.314 3.366 -1.546
H 5.077 3.243 -0.963
H 3.796 4.058 -1.111
O -11.070 3.524 1.934
H -10.907 4.323 1.414
H -10.520 2.852 1.508
O 5.574 -5.128 -1.444
H 6.097 -4.820 -2.196
H 4.670 -5.167 -1.787
O 2.533 -3.072 4.620
H 2.697 -2.267 4.107
H 3.082 -3.738 4.184
O -5.867 -2.254 -3.015
H -6.005 -2.661 -3.881
H -5.689 -1.322 -3.219
O 0.573 -2.740 -5.436
H 0.690 -3.675 -5.211
H 1.463 -2.443 -5.667
*
```

Output
M: 720.705 u
lowest unoccupied orbital energy: -0.6 eV
electronic energy: -2864.551416 hartree